Computed, not measured: a structure of composition C8H26CaO22P2S3, with ωB97M-V with the def2-TZVPD basis set.

Positions of all 62 atoms, in Å:
Ca  1.4657  -0.1323  1.6194
S  6.4923  -1.0854  2.0735
O  5.3870  -0.3045  1.4714
O  7.6436  -0.3105  2.5609
O  5.9844  -1.8185  3.1971
O  6.9595  -2.1859  1.2814
S  2.0563  -5.2155  3.0763
O  1.1012  -6.3068  2.8958
O  2.9958  -5.1101  2.0054
O  1.5174  -3.8772  3.2118
O  2.9182  -5.4286  4.2022
S  3.1841  1.5196  6.5732
O  2.3041  2.7145  6.5600
O  2.6853  0.7205  5.4832
O  4.5564  1.9190  6.3673
O  3.1272  0.7628  7.8024
C  -0.3269  -3.5932  -2.1021
O  0.7645  -2.9373  -1.4197
H  -1.0596  -2.9304  -2.5625
H  0.0792  -4.1075  -2.9732
H  -0.8312  -4.3763  -1.5358
H  1.4762  -3.5777  -1.3483
C  -1.2885  5.1621  3.3878
O  -0.6503  3.9192  3.4192
H  -1.9165  5.2090  2.4981
H  -1.8106  5.4002  4.3145
H  -0.6217  6.0152  3.2625
H  -0.3208  3.7835  4.3106
C  3.5431  0.5700  -4.7536
O  2.3001  1.2615  -5.0170
P  1.8764  2.4674  -4.0001
O  1.6827  2.0473  -2.5883
O  3.0627  3.5450  -4.3106
C  3.3139  4.1319  -5.5705
O  0.5661  3.0640  -4.7499
C  -0.6815  2.3428  -4.7441
H  4.4232  1.1964  -4.8990
H  3.5594  -0.1151  -5.6012
H  3.6027  0.0893  -3.7772
H  3.2923  5.2188  -5.4910
H  2.6762  3.7922  -6.3866
H  4.3032  3.8145  -5.9001
H  -1.4876  3.0413  -4.5195
H  -0.6571  1.5457  -4.0011
H  -1.0081  1.9679  -5.7141
C  -5.9321  0.6936  1.1342
O  -5.6458  -0.6488  1.5091
P  -4.3921  -1.3200  0.6712
O  -3.0886  -0.6393  0.9737
O  -4.6254  -2.8426  1.2198
C  -4.1107  -3.2656  2.4324
O  -4.8612  -1.2835  -0.9025
C  -6.0962  -1.7861  -1.4341
H  -5.6675  0.9524  0.1090
H  -5.3815  1.2828  1.8676
H  -6.9862  0.9556  1.2253
H  -3.4889  -2.5235  2.9331
H  -3.6583  -4.2542  2.3550
H  -4.9721  -3.3591  3.0937
H  -5.9417  -2.7114  -1.9891
H  -6.5190  -1.0326  -2.0986
H  -6.8730  -2.0265  -0.7082

As for the net charge: -4. The value obtained for the orbital gap is 1.487 eV. The calculation puts the total energy at -123272.1014 eV. For the molecular weight, the calculation gives 672.5 g/mol. As for the largest force on an atom: 4.89 eV Å⁻¹.

Quick look at the Löwdin charges, all values in e:
1. Ca 1.1010
2. S 0.0965
3. O -0.4584
4. O -0.4230
5. O -0.2741
6. O -0.3531
7. S 0.0199
8. O -0.4736
9. O -0.3885
10. O -0.4195
11. O -0.3722
12. S 0.0400
13. O -0.5006
14. O -0.4242
15. O -0.4316
16. O -0.4417
17. C -0.1728
18. O -0.1491
19. H 0.0606
20. H 0.0554
21. H 0.0728
22. H 0.0809
23. C -0.2123
24. O -0.1101
25. H 0.0665
26. H 0.0689
27. H 0.0613
28. H 0.0903
29. C -0.0883
30. O -0.2570
31. P 0.4639
32. O -0.2507
33. O -0.2219
34. C -0.1329
35. O -0.2430
36. C -0.1182
37. H 0.0771
38. H 0.0818
39. H 0.1031
40. H 0.0845
41. H 0.0800
42. H 0.0813
43. H 0.0755
44. H 0.0877
45. H 0.0735
46. C -0.1451
47. O -0.2441
48. P 0.5166
49. O -0.2644
50. O -0.2395
51. C -0.1267
52. O -0.2430
53. C -0.1247
54. H 0.0783
55. H 0.0928
56. H 0.0737
57. H 0.0989
58. H 0.1015
59. H 0.0798
60. H 0.0817
61. H 0.0778
62. H 0.0812

=====

Computed, not measured: a structure of composition C5H9CaNO5S2, with ωB97M-V with the def2-TZVPD basis set.

Positions of all 23 atoms, in Å:
O  4.0253  -0.2666  1.1665
N  3.7855  0.3448  0.1577
O  2.7899  -0.2637  -0.5536
C  1.4649  0.2677  -0.1206
C  0.2659  -0.5070  -0.7777
C  -0.3156  -1.4921  0.2879
O  -1.6873  -1.7439  -0.0214
S  -2.5815  -0.4543  0.5637
O  -3.8947  -0.4508  -0.0802
O  -2.6701  -0.5063  2.0303
C  -1.5471  0.9965  0.1188
S  -2.5238  2.5394  -0.0196
C  -0.7888  0.5965  -1.1932
H  1.3829  0.1274  0.9723
H  1.3722  1.3492  -0.3032
H  0.5628  -1.0567  -1.6831
H  0.2518  -2.4351  0.3191
H  -0.2977  -1.0872  1.3178
H  -0.8543  1.1306  0.9670
H  -1.5555  3.4608  0.3111
H  -1.5251  0.1925  -1.9028
H  -0.2851  1.4693  -1.6239
Ca  4.6253  -2.2111  0.0671

As for the net charge: +2. The value obtained for the orbital gap is 3.244 eV. The calculation puts the total energy at -57144.3753 eV. For the molecular weight, the calculation gives 267.3 g/mol. As for the largest force on an atom: 5.11 eV Å⁻¹.

Quick look at the Löwdin charges, all values in e:
1. O -0.0663
2. N -0.0003
3. O -0.1566
4. C -0.0754
5. C -0.2256
6. C -0.2098
7. O -0.2012
8. S 0.6949
9. O -0.2456
10. O -0.2689
11. C -0.6989
12. S 0.8192
13. C -0.1662
14. H 0.1283
15. H 0.1457
16. H 0.1527
17. H 0.1334
18. H 0.1184
19. H 0.0871
20. H -0.0935
21. H 0.1359
22. H 0.1181
23. Ca 1.8746

=====

Computed, not measured: the ion C15H30N5S2 with charge +1, with ωB97M-V with the def2-TZVPD basis set.

Positions of all 52 atoms, in Å:
C  -2.0251  5.6303  2.5656
C  -1.4069  4.3765  1.9267
N  -1.7145  3.1111  2.6311
C  -3.1486  2.9640  2.9070
C  -3.6028  1.5022  2.9549
C  -0.8784  2.8173  3.6787
S  -1.3190  2.3167  5.1641
S  0.8891  2.9319  3.3533
C  1.1185  1.5600  2.2086
C  0.7057  0.2131  2.7845
C  1.5413  -0.9406  2.1617
N  0.6787  -1.9862  1.6086
C  0.8926  -2.5510  0.4286
N  1.8947  -2.2326  -0.4120
C  1.7473  -3.0338  -1.4680
C  2.6781  -2.9965  -2.6118
C  1.9951  -3.1743  -3.9892
C  1.3534  -1.8598  -4.4986
C  -0.1690  -1.9345  -4.3516
C  1.6784  -1.7226  -5.9897
N  0.6875  -3.8419  -1.3207
N  0.1248  -3.5368  -0.1122
H  -2.9594  5.8644  2.0677
H  -1.3784  6.4806  2.3961
H  -2.2320  5.5181  3.6227
H  -1.8038  4.2793  0.9207
H  -0.3437  4.5221  1.8205
H  -3.4667  3.5114  3.7867
H  -3.6586  3.4197  2.0632
H  -4.5699  1.4314  2.4713
H  -3.7049  1.1714  3.9780
H  -2.8779  0.8925  2.4298
H  2.1712  1.5891  1.9537
H  0.5837  1.7142  1.2745
H  0.8614  0.1876  3.8551
H  -0.3330  0.0015  2.5642
H  2.1736  -0.5426  1.3821
H  2.1872  -1.4021  2.9011
H  -0.0883  -2.3313  2.1571
H  3.2370  -2.0750  -2.5610
H  3.4104  -3.7932  -2.4900
H  2.7714  -3.4866  -4.6732
H  1.2391  -3.9481  -3.8983
H  1.7595  -1.0289  -3.9308
H  -0.5074  -2.9010  -4.7136
H  -0.4989  -1.8249  -3.3201
H  -0.6509  -1.1673  -4.9478
H  1.2384  -0.8266  -6.4073
H  2.7541  -1.7470  -6.1304
H  1.2716  -2.5991  -6.4847
H  0.3811  -4.5373  -1.9805
H  -0.6869  -3.9850  0.2737

As for the net charge: +1. The value obtained for the orbital gap is 7.278 eV. The calculation puts the total energy at -45156.1432 eV. For the molecular weight, the calculation gives 344.6 g/mol. As for the largest force on an atom: 1.45 eV Å⁻¹.

Quick look at the Löwdin charges, all values in e:
1. C -0.0635
2. C -0.2377
3. N -0.1866
4. C -0.2712
5. C -0.0917
6. C -1.0974
7. S 0.7103
8. S 0.8823
9. C -0.4896
10. C -0.2238
11. C -0.1390
12. N 0.0959
13. C -0.3165
14. N 0.2193
15. C -0.2635
16. C -0.0899
17. C -0.1550
18. C -0.4165
19. C -0.0767
20. C -0.0691
21. N 0.1402
22. N 0.1510
23. H 0.0722
24. H 0.0759
25. H 0.0774
26. H 0.1139
27. H 0.0669
28. H 0.1019
29. H 0.1154
30. H 0.0713
31. H 0.0455
32. H 0.0617
33. H 0.0725
34. H 0.0856
35. H 0.1001
36. H 0.0973
37. H 0.1060
38. H 0.1275
39. H 0.1583
40. H 0.1259
41. H 0.1344
42. H 0.1127
43. H 0.0966
44. H 0.1299
45. H 0.0794
46. H 0.0662
47. H 0.0803
48. H 0.0818
49. H 0.0805
50. H 0.0879
51. H 0.1818
52. H 0.1816

=====

Computed, not measured: a structure of composition C16H7AsCdCl5N3S5, with ωB97M-V with the def2-TZVPD basis set.

Positions of all 38 atoms, in Å:
Cd  1.4630  -0.3083  -1.0405
N  -0.6998  2.2786  1.8615
C  -0.8774  1.1001  2.5698
C  -1.1562  0.8529  3.9063
C  -1.2633  -0.4736  4.2835
C  -1.0898  -1.5134  3.3609
C  -0.8012  -1.2599  2.0347
C  -0.6971  0.0688  1.6423
N  -0.3716  0.6052  0.4025
C  -0.3645  1.9000  0.5891
C  0.0106  2.8418  -0.4578
C  -0.0240  4.2026  -0.4267
S  0.8446  4.8041  -1.7707
C  1.0401  3.2017  -2.3505
N  0.5648  2.2884  -1.5749
H  -0.3675  3.1372  2.2667
H  -1.2638  1.6565  4.6232
H  -1.4642  -0.7145  5.3195
H  -1.1620  -2.5386  3.7011
H  -0.6236  -2.0569  1.3287
H  -0.3779  4.8456  0.3569
H  1.6027  2.9798  -3.2412
Cl  -0.8113  0.0996  -3.6105
C  -0.8578  -1.5290  -2.9676
C  0.0444  -1.8634  -1.9764
C  -0.0359  -3.1716  -1.5261
Cl  1.0850  -3.7035  -0.3008
C  -0.9605  -4.0974  -2.0095
Cl  -1.0249  -5.7219  -1.4080
C  -1.8520  -3.7089  -3.0040
Cl  -3.0077  -4.8345  -3.6317
C  -1.8008  -2.4087  -3.4941
Cl  -2.9045  -1.9303  -4.7442
S  2.8092  2.7865  0.9734
As  3.9380  1.0538  0.3284
S  2.8687  -0.7576  1.0621
S  3.5799  0.7891  -1.8775
S  6.0085  1.0996  0.8021

As for the net charge: -2. The value obtained for the orbital gap is 4.925 eV. The relative energy (zero: lowest compared OMol25 entry of this formula, charge and spin) comes out at 25.9 kcal/mol. The calculation puts the total energy at -203372.4305 eV. For the molecular weight, the calculation gives 766.2 g/mol. As for the largest force on an atom: 0.57 eV Å⁻¹.

Quick look at the Löwdin charges, all values in e:
1. Cd 0.9891
2. N 0.1721
3. C -0.1904
4. C -0.0338
5. C -0.1152
6. C -0.0996
7. C -0.0247
8. C -0.2433
9. N 0.1088
10. C -0.3304
11. C -0.4273
12. C -0.3975
13. S 0.9676
14. C -0.5062
15. N -0.0401
16. H 0.1490
17. H 0.0993
18. H 0.0869
19. H 0.0929
20. H 0.0767
21. H 0.0629
22. H 0.0623
23. Cl 0.6107
24. C -0.7275
25. C -0.2752
26. C -0.7342
27. Cl 0.6120
28. C -0.7154
29. Cl 0.6217
30. C -0.7204
31. Cl 0.6211
32. C -0.7163
33. Cl 0.6166
34. S -0.1823
35. As -0.5969
36. S -0.2776
37. S -0.2879
38. S -0.3080

=====

Computed, not measured: the ion C4H7N4 with charge +1, with ωB97M-V with the def2-TZVPD basis set.

Positions of all 15 atoms, in Å:
C  -0.8941  -1.3631  -0.1583
C  -1.8345  -0.3520  -0.6364
C  0.8114  0.4628  -0.0406
C  1.2903  0.8941  1.3334
N  2.1259  -0.6409  -1.7013
N  -1.2035  1.0834  -0.8176
N  -0.0972  1.3568  -0.5182
N  1.5051  -0.1927  -0.8888
H  -1.0055  -1.5996  0.9329
H  -0.1843  -1.8909  -0.7085
H  -2.0349  -0.5642  -1.7625
H  -2.7205  -0.1800  0.0025
H  0.5220  0.6194  2.0860
H  1.3952  1.9358  1.2931
H  2.3245  0.4310  1.5846

As for the net charge: +1. The value obtained for the orbital gap (spin up / spin down) is 7.686 / 7.824 eV. The relative energy (zero: lowest compared OMol25 entry of this formula, charge and spin) comes out at 148.5 kcal/mol. The calculation puts the total energy at -10208.7839 eV. For the molecular weight, the calculation gives 111.1 g/mol. As for the largest force on an atom: 4.32 eV Å⁻¹.

Quick look at the Löwdin charges, all values in e:
1. C 0.1395
2. C -0.1722
3. C -0.3876
4. C 0.0241
5. N 0.3871
6. N 0.1261
7. N 0.0857
8. N 0.0338
9. H 0.1124
10. H 0.0471
11. H 0.1659
12. H 0.1327
13. H 0.1013
14. H 0.0687
15. H 0.1352

=====

Computed, not measured: a structure of composition C4H8O2, with ωB97M-V with the def2-TZVPD basis set.

Positions of all 14 atoms, in Å:
C  -1.7806  -0.3164  -0.2376
C  -0.6666  0.8954  0.9143
O  -0.3678  -0.7792  0.6512
C  0.6258  0.2505  0.6851
C  1.4044  0.4093  -0.5955
O  2.2005  -0.7273  -0.8537
H  -1.5440  0.1779  -1.1739
H  -2.6565  0.1318  0.2281
H  -1.9734  -1.3838  -0.3956
H  -0.9020  0.8998  1.9884
H  1.2535  0.0510  1.5563
H  2.0868  1.2613  -0.5111
H  0.7103  0.6215  -1.4220
H  1.6095  -1.4919  -0.8340

The value obtained for the orbital gap is 9.119 eV. The relative energy (zero: lowest compared OMol25 entry of this formula, charge and spin) comes out at 158.1 kcal/mol. The calculation puts the total energy at -8366.4252 eV. For the molecular weight, the calculation gives 88.1 g/mol. As for the largest force on an atom: 0.53 eV Å⁻¹.

Quick look at the Löwdin charges, all values in e:
1. C -0.0207
2. C 0.0472
3. O -0.1470
4. C -0.3873
5. C -0.2189
6. O -0.0505
7. H 0.0684
8. H 0.0635
9. H 0.0790
10. H 0.0714
11. H 0.1554
12. H 0.1311
13. H 0.1196
14. H 0.0886

=====

Computed, not measured: a structure of composition C40H28F2IN3PPd, with ωB97M-V with the def2-TZVPD basis set.

Positions of all 76 atoms, in Å:
Pd  -0.1497  0.2416  -0.5509
I  0.2141  2.4972  -2.2215
C  -0.5125  4.1809  -1.1253
C  0.2670  5.2838  -1.3518
C  -0.0832  6.5343  -0.8271
C  -1.2261  6.6481  -0.0977
C  -2.0415  5.5231  0.1588
C  -3.2146  5.7112  0.9217
C  -4.0384  4.6690  1.2108
C  -3.6970  3.3873  0.7606
C  -2.5586  3.1330  0.0211
P  -2.2371  1.3480  -0.2835
C  -3.2106  0.9558  -1.7831
C  -2.7028  0.0250  -2.6914
C  -3.4079  -0.2967  -3.8399
C  -4.6296  0.3114  -4.0938
C  -5.1377  1.2419  -3.2008
C  -4.4330  1.5660  -2.0508
C  -3.1127  0.5956  1.1260
C  -2.5009  0.7644  2.3679
C  -3.0547  0.1931  3.5009
C  -4.2110  -0.5671  3.3945
C  -4.8248  -0.7306  2.1611
C  -4.2842  -0.1445  1.0246
C  -1.6939  4.2212  -0.3364
H  1.1587  5.1959  -1.9572
H  0.5498  7.3895  -1.0187
H  -1.5343  7.6062  0.3010
H  -3.4409  6.7104  1.2724
H  -4.9325  4.8083  1.8029
H  -4.3500  2.5686  1.0226
H  -1.7438  -0.4426  -2.5037
H  -3.0074  -1.0166  -4.5428
H  -5.1765  0.0649  -4.9943
H  -6.0859  1.7220  -3.4046
H  -4.8284  2.3090  -1.3690
H  -1.5872  1.3464  2.4349
H  -2.5802  0.3264  4.4643
H  -4.6319  -1.0363  4.2742
H  -5.7377  -1.3076  2.0795
H  -4.7732  -0.2657  0.0649
F  4.0414  2.1189  2.5734
C  3.5059  1.1135  1.8715
C  2.2797  1.3059  1.2532
C  1.7330  0.2688  0.5260
C  2.3917  -0.9644  0.4257
C  3.6227  -1.0984  1.0633
F  4.3054  -2.2508  0.9660
C  4.2024  -0.0738  1.7833
C  1.8020  -2.0198  -0.4174
C  1.9879  -3.3856  -0.2147
C  1.4495  -4.2789  -1.1225
C  0.7356  -3.7959  -2.2111
C  0.5428  -2.4320  -2.3077
N  1.0443  -1.5654  -1.4302
H  1.7960  2.2707  1.3489
H  5.1733  -0.2000  2.2408
H  2.5365  -3.7351  0.6457
H  1.5983  -5.3427  -0.9909
H  0.3406  -4.4606  -2.9666
H  -0.0218  -2.0102  -3.1324
N  -2.7656  -3.5764  0.0778
C  -2.3986  -2.5201  -0.6833
N  -1.5247  -1.7493  -0.0958
C  -1.2922  -2.3298  1.1498
C  -0.4748  -1.9228  2.2020
C  -0.4422  -2.7138  3.3306
C  -1.2106  -3.8832  3.4278
C  -2.0434  -4.2890  2.4061
C  -2.0745  -3.4891  1.2687
H  -3.4325  -4.2860  -0.1699
H  -2.8016  -2.3473  -1.6700
H  0.0982  -1.0107  2.1191
H  0.1864  -2.4293  4.1646
H  -1.1503  -4.4757  4.3311
H  -2.6489  -5.1832  2.4814

As for the spin multiplicity: 3. As for the net charge: +1. The value obtained for the orbital gap (spin up / spin down) is 7.751 / 7.220 eV. The relative energy (zero: lowest compared OMol25 entry of this formula, charge and spin) comes out at 9.9 kcal/mol. The calculation puts the total energy at -72703.9634 eV. For the molecular weight, the calculation gives 853.0 g/mol. As for the largest force on an atom: 0.59 eV Å⁻¹.

Quick look at the Löwdin charges, all values in e:
1. Pd 0.5001
2. I 1.1085
3. C -0.5454
4. C -0.1694
5. C -0.0578
6. C -0.0181
7. C -0.1501
8. C -0.0131
9. C -0.0431
10. C -0.0899
11. C -0.2753
12. P 0.9605
13. C -0.3671
14. C -0.1616
15. C -0.0712
16. C -0.0637
17. C -0.0592
18. C -0.0733
19. C -0.4029
20. C -0.1099
21. C -0.0647
22. C -0.0660
23. C -0.0670
24. C -0.0912
25. C -0.1790
26. H 0.0835
27. H 0.1166
28. H 0.1219
29. H 0.1228
30. H 0.1163
31. H 0.1015
32. H 0.0467
33. H 0.1104
34. H 0.1118
35. H 0.1126
36. H 0.1042
37. H 0.1115
38. H 0.1132
39. H 0.1098
40. H 0.1089
41. H 0.1054
42. F 0.0837
43. C -0.2742
44. C -0.0455
45. C -0.1461
46. C -0.1511
47. C -0.2141
48. F 0.0840
49. C 0.0771
50. C -0.2293
51. C 0.0082
52. C -0.0338
53. C -0.0525
54. C -0.1459
55. N 0.0357
56. H 0.1094
57. H 0.1387
58. H 0.1208
59. H 0.1169
60. H 0.1092
61. H 0.1081
62. N 0.1474
63. C -0.1586
64. N 0.0688
65. C -0.2275
66. C -0.0280
67. C -0.0679
68. C -0.0749
69. C -0.0087
70. C -0.1891
71. H 0.1646
72. H 0.1246
73. H 0.0911
74. H 0.1095
75. H 0.1081
76. H 0.1143